Entry 1:
16
Properties=species:S:1:pos:R:3 method="wB97M-V/def2-TZVPD" gap_ha=0.324 smiles="O[C@]12C=C[C@@H]3S[C@@H]3[C@@]1(O)S2" de_lowest_ev=1.417 homo_ev=-8.59
C 0.728 1.452 0.330
C -0.389 1.452 -0.434
C 1.312 0.184 0.889
C 0.613 -1.131 0.694
C -1.325 0.295 -0.522
C -0.859 -1.110 0.149
O -2.186 0.155 -1.529
O -1.277 -2.295 -0.426
S 1.958 -0.881 -0.512
S -2.053 -0.186 1.125
H 1.208 2.331 0.497
H -0.917 2.263 -0.880
H 2.068 0.274 1.701
H 0.990 -2.035 1.367
H -2.003 -0.815 -1.879
H -1.868 -2.658 0.256

Entry 2:
17
Properties=species:S:1:pos:R:3 method="wB97M-V/def2-TZVPD" gap_ha=0.372 smiles="C[C@H]1CC=C[C@H]1O" de_lowest_ev=0.647 homo_ev=-9.27
C -0.614 1.295 -1.140
C -0.345 0.673 0.230
C -1.247 -0.545 0.524
C -0.386 -1.732 0.134
C 0.886 -1.385 -0.028
C 1.041 0.045 0.390
O 2.117 0.769 -0.165
H -0.627 0.543 -1.937
H -1.593 1.790 -1.131
H 0.146 2.043 -1.391
H -0.438 1.460 0.988
H -2.185 -0.514 -0.038
H -1.500 -0.590 1.593
H -0.775 -2.740 0.062
H 1.733 -2.019 -0.278
H 1.269 0.033 1.489
H 2.516 0.874 0.698

Entry 3:
12
Properties=species:S:1:pos:R:3 method="wB97M-V/def2-TZVPD" total_charge=-1 gap_ha=0.305 de_lowest_ev=1.111 homo_ev=-4.11
C 0.569 1.976 1.391
C 0.336 1.034 0.438
N 0.652 -0.302 0.502
H 1.171 1.825 2.278
H 0.042 2.916 1.299
H -0.088 1.325 -0.517
H 1.247 -0.497 1.292
H -0.136 -0.977 0.219
O -1.639 -0.885 -2.165
C -0.958 -1.813 -1.725
O -0.842 -2.214 -0.533
H -0.354 -2.390 -2.479

Entry 4:
11
Properties=species:S:1:pos:R:3 method="wB97M-V/def2-TZVPD" total_charge=+1 gap_ha=0.504 smiles=CC[N+](F)(F)F de_lowest_ev=0.000 homo_ev=-18.08
C -1.212 -0.460 0.046
C -0.088 0.618 -0.089
N 1.261 0.023 -0.043
F 1.764 -0.847 -0.892
F 1.184 -0.627 1.080
F 2.155 1.017 -0.123
H -1.090 -1.378 0.685
H -2.105 0.049 0.423
H -1.529 -0.743 -0.998
H -0.026 1.129 0.888
H -0.314 1.218 -0.976

Entry 5:
54
Properties=species:S:1:pos:R:3 method="wB97M-V/def2-TZVPD" total_charge=+1 gap_ha=0.253 homo_ev=-10.08
C 2.381 1.456 4.140
S 2.612 1.017 2.340
C 4.099 0.020 2.734
C 1.378 -0.227 2.148
C 0.055 0.158 2.560
C -0.787 -0.913 2.953
C -2.113 -0.617 3.289
C -2.595 0.701 3.229
C -3.987 0.968 3.457
N -5.129 1.213 3.600
C -1.728 1.723 2.858
C -0.399 1.482 2.534
H 1.453 2.012 4.315
H 2.414 0.562 4.782
H 3.238 2.108 4.382
H 4.408 -0.572 1.857
H 4.871 0.764 2.962
H 3.957 -0.622 3.612
H 1.717 -1.136 2.731
H -0.366 -1.946 2.989
H -2.764 -1.450 3.575
H -2.112 2.730 2.797
H 0.256 2.304 2.239
C -2.365 3.062 -6.514
O -1.267 3.385 -5.621
C -0.888 2.439 -4.729
C 0.171 2.747 -3.835
C 0.519 1.843 -2.860
C -0.166 0.614 -2.694
C 0.052 -0.226 -1.543
O -0.630 -1.406 -1.616
C -0.316 -2.452 -0.766
C 0.590 -2.261 0.281
C 1.001 -3.406 1.017
C 0.485 -4.663 0.687
C -0.453 -4.819 -0.338
C -0.850 -3.700 -1.070
C 1.155 -0.954 0.521
C 0.870 0.025 -0.450
C -1.107 0.271 -3.687
C -1.487 1.166 -4.659
H -2.517 3.949 -7.133
H -2.131 2.202 -7.162
H -3.291 2.839 -5.960
H 0.680 3.701 -3.905
H 1.322 2.075 -2.157
H 1.723 -3.285 1.817
H 0.797 -5.547 1.240
H -0.895 -5.794 -0.568
H -1.585 -3.765 -1.871
H 2.272 -1.009 0.893
H 1.331 1.009 -0.352
H -1.611 -0.685 -3.685
H -2.266 0.911 -5.363

Entry 6:
43
Properties=species:S:1:pos:R:3 method="wB97M-V/def2-TZVPD" multiplicity=4 gap_ha="0.248 / 0.198" de_lowest_ev=13.720 s2=3.8178 homo_ev="-6.98 / -6.62"
Cr 0.684 -0.454 0.638
Cl 2.140 -2.046 1.526
C 1.852 -1.389 2.988
C 0.997 -0.413 2.660
C 0.511 0.394 3.686
Cl -0.590 1.640 3.220
C 0.911 0.183 5.018
Cl 0.292 1.202 6.281
C 1.815 -0.860 5.311
Cl 2.332 -1.150 6.944
C 2.296 -1.664 4.269
Cl 3.404 -2.963 4.524
O 1.278 -3.141 -4.486
C 1.848 -3.887 -3.506
O 2.385 -4.959 -3.771
C 1.794 -3.368 -2.152
C 2.309 -3.962 -1.008
N 2.032 -3.124 0.042
N 1.369 -2.014 -0.318
C 1.248 -2.198 -1.628
C 0.561 -1.111 -2.209
O 0.337 -1.085 -3.452
O 0.322 -0.367 -1.232
H 0.864 -2.281 -4.174
H 2.839 -4.892 -0.862
H 2.261 -3.240 1.022
C -0.335 4.353 -1.009
N -1.615 3.696 -1.262
C -2.716 4.269 -1.788
C -3.710 3.313 -1.864
N -3.219 2.152 -1.384
C -3.938 0.885 -1.283
C -1.943 2.407 -1.023
Se -0.854 1.221 -0.335
H -0.378 5.420 -1.312
H 0.466 3.848 -1.589
H -0.095 4.299 0.074
H -2.794 5.304 -2.095
H -4.714 3.456 -2.241
H -4.977 0.994 -1.663
H -3.979 0.561 -0.222
H -3.418 0.110 -1.885
H 0.126 0.858 1.550